(1)
Entry from OMol25: C44H42N6P2PdS2Se2Te as an isolated structure at a distorted geometry (ωB97M-V/def2-TZVPD).

The energy above the lowest of the compared OMol25 structures with the same formula, charge and spin is 128.31 kJ/mol. Its largest force on an atom is 1.1 eV/Å. Its gap between HOMO and LUMO is 5.2 eV. The value obtained for the total energy is -236967.164 eV. The molar mass comes out at 1172.9 g/mol.

Geometry as ORCA input:
```
! RIJCOSX wB97M-V def2-TZVPD def2/J DEFGRID3
* xyz -2 1
H -2.02 -1.62 -10.05
C 3.47 -4.57 0.82
C 3.19 -3.87 1.98
H -2.08 -0.52 -0.24
N -3.03 3.32 -0.89
C -0.97 -3.54 7.29
H -1.76 0.10 -10.39
H -2.95 -1.71 -4.86
C 2.81 -2.66 -0.50
C -1.31 -0.79 -9.94
Se 3.11 -0.63 5.12
H -4.43 -0.01 -3.69
H 6.24 1.00 2.42
P 1.79 -0.25 0.60
C -1.71 -1.99 -3.18
C -0.08 -2.75 5.19
H 3.83 -5.59 0.88
H 0.08 -0.33 7.55
C 0.55 1.36 5.52
H 0.15 -2.36 -8.28
H -2.01 1.32 -8.36
C 2.93 0.70 1.71
S -0.56 2.40 -0.15
N -1.78 -0.43 2.31
C 0.16 -1.50 5.76
C -1.38 0.60 -7.83
C -0.71 -2.31 7.86
H 2.15 -1.89 -5.83
H 1.93 4.17 6.80
H -2.64 3.74 1.10
N -2.31 -0.75 -1.21
C 0.20 -0.35 3.19
H -0.73 2.70 -5.42
C 3.38 2.74 2.92
C -3.03 3.03 -3.07
C -0.14 -1.29 7.10
N -1.14 -0.43 3.46
C 4.29 0.40 1.74
H 2.53 -2.00 2.81
H -1.09 -2.74 -3.64
C -0.17 3.83 6.58
P 1.05 -0.25 4.78
C 0.21 -1.21 -6.47
C -1.81 2.76 -1.19
C 1.16 3.48 6.48
H -1.09 2.07 -3.00
H 0.17 -2.92 4.15
H 3.34 -4.33 2.95
H 5.42 3.10 3.46
C -3.78 3.48 -2.05
H -2.21 1.83 -5.03
S -0.53 -2.74 -0.78
H -2.20 3.21 6.25
H -1.41 -4.34 7.88
C -2.76 -1.44 -3.83
C -0.18 -0.03 -5.81
H -2.10 2.73 -6.56
H 3.01 3.66 3.36
H -4.76 3.92 -2.05
C -0.80 1.71 5.63
C 1.52 2.24 5.95
H 0.86 -2.35 -4.74
H -0.45 4.79 6.99
C -1.01 0.86 -6.51
H -1.56 1.01 5.27
H 2.64 -2.21 -1.45
H 1.43 2.14 2.23
C -3.50 3.50 0.47
C 1.11 -2.23 -5.80
H -0.42 -1.05 -10.52
C 2.51 -1.96 0.66
C 2.48 1.88 2.29
H -4.23 4.30 0.50
C -0.65 -3.77 5.95
C 3.30 -3.96 -0.42
H -0.95 -2.14 8.91
C -0.18 -1.45 -7.78
C -3.34 -0.18 -1.88
C 2.72 -2.56 1.90
C 4.73 2.43 2.98
H 2.57 1.95 5.87
H 4.66 -0.50 1.26
H -0.84 -4.74 5.50
C -0.96 -0.54 -8.49
C -1.39 -1.63 -1.80
H -3.94 2.58 0.86
C 0.33 -0.29 1.78
Se 2.44 0.81 -1.25
C 5.18 1.25 2.38
C -3.60 -0.47 -3.17
Pd 0.41 -0.57 -1.41
H -3.25 3.00 -4.13
N -1.83 2.59 -2.54
C -1.54 2.12 -5.85
H -3.95 0.50 -1.30
H 1.04 -3.20 -6.30
C -1.16 2.94 6.16
H 3.53 -4.50 -1.33
Te 0.76 0.50 -3.90
N -0.93 -0.37 1.31
*
```

=====

(2)
Entry from OMol25: C44H43BrN3O2S4Ti as an isolated structure at a distorted geometry (ωB97M-V/def2-TZVPD).

The energy above the lowest of the compared OMol25 structures with the same formula, charge and spin is 14.23 kJ/mol. Its largest force on an atom is 3.3 eV/Å. Its gap between HOMO and LUMO is 6.9 eV. The value obtained for the total energy is -191387.120 eV. The molar mass comes out at 901.9 g/mol.

Geometry as ORCA input:
```
! RIJCOSX wB97M-V def2-TZVPD def2/J DEFGRID3
* xyz 1 1
H -1.10 -3.75 -4.37
N -2.81 0.53 -1.00
C 1.80 -0.10 -4.38
H -1.71 2.06 -2.41
H -0.63 1.24 -3.55
H 4.69 4.48 -3.83
C 0.76 3.34 -2.36
H 5.56 -0.06 2.98
H 5.63 4.58 -1.41
C -2.97 -0.16 -2.06
H -6.31 3.01 -5.47
C -0.58 -3.58 -2.29
C -0.72 -1.54 1.90
H -0.06 -4.53 -2.22
H 3.36 -3.09 -2.91
C -4.67 2.15 -2.10
N -4.01 -0.02 -2.95
C 5.51 0.52 0.86
C 2.97 3.72 -0.67
C -0.75 0.74 2.12
H 4.88 5.67 -0.23
C -5.22 1.55 -4.35
C 5.12 -0.11 2.00
C 0.06 -0.43 2.27
C 4.28 5.48 -3.63
H -0.50 1.73 2.47
C -1.96 -2.01 -3.44
C -1.29 4.57 -3.02
C -1.23 2.13 -3.37
H 4.83 0.67 -1.21
C 2.66 -2.73 -0.90
H -5.20 0.83 -5.16
H 5.05 6.21 -3.86
H 2.56 -6.13 0.07
C 5.12 5.53 -1.28
C 3.17 6.95 -1.92
C 4.68 0.22 -0.25
C 1.75 4.29 -2.59
C 3.86 5.60 -2.16
Br 2.17 1.87 1.25
H -6.35 4.66 -3.62
H -0.61 3.33 -5.53
H 6.37 1.17 0.81
H 1.03 -0.47 2.73
H 1.63 4.92 -3.46
H 1.01 2.90 -4.98
C 2.60 -0.68 -2.26
H 3.79 3.83 0.03
H 3.45 5.65 -4.31
C -5.86 3.70 -3.49
H -2.89 0.95 1.62
C 1.50 -0.46 -3.04
H -2.14 4.62 -3.71
C 3.06 -3.49 -1.96
H -5.26 4.11 -1.47
Ti -0.19 0.00 0.05
H -2.84 -1.69 1.27
C -1.19 -3.17 -3.47
H 5.81 6.33 -1.57
H 0.49 -0.59 -2.67
C 2.66 -5.17 -0.41
H 3.65 0.16 -5.53
H 3.34 -5.64 -2.39
O 0.01 1.53 -0.79
C 3.67 -0.64 0.05
H -2.00 2.20 -4.15
S -3.89 1.74 -0.56
C 2.55 -1.20 -0.83
S 2.31 -3.73 0.47
H -4.07 -0.66 -3.72
C -1.99 -1.07 1.52
O 1.27 -0.84 -0.29
H -1.68 4.46 -2.01
C 0.17 3.56 -4.81
C 1.99 2.78 -0.40
H -0.42 -2.57 2.01
C 0.87 2.52 -1.20
H 2.27 7.04 -2.52
C -2.02 0.32 1.69
C 2.87 4.50 -1.80
H 3.84 7.77 -2.18
C -5.84 2.78 -4.53
C 3.14 -0.08 -4.61
C -2.00 -1.26 -2.27
C -5.25 3.39 -2.28
N -1.23 -1.55 -1.20
H 1.06 0.13 -5.12
C -0.62 -2.73 -1.20
H 0.49 4.59 -5.01
H -0.14 -3.01 -0.28
S 4.03 -0.47 -3.20
C 3.06 -4.89 -1.67
H -2.49 -1.70 -4.32
C -4.65 1.23 -3.14
C -0.38 3.39 -3.38
H 2.89 7.05 -0.87
H -0.75 5.52 -3.07
S 3.73 -1.08 1.73
*
```

=====

(3)
Entry from OMol25: C44H43Cl5FMoN9O2Si2 as an isolated structure at a distorted geometry (ωB97M-V/def2-TZVPD).

The energy above the lowest of the compared OMol25 structures with the same formula, charge and spin is 22.44 kJ/mol. Its largest force on an atom is 2.6 eV/Å. Its gap between HOMO and LUMO (spin up / spin down) is 6.3 / 6.2 eV. The value obtained for the total energy is -146777.922 eV. Its expectation value of S² is 2.02. The molar mass comes out at 1078.3 g/mol.

Geometry as ORCA input:
```
! RIJCOSX wB97M-V def2-TZVPD def2/J DEFGRID3
* xyz 0 3
C 16.32 20.91 12.66
O 12.53 18.58 15.53
C 8.04 12.01 17.68
H 13.79 20.03 18.70
H 9.94 14.42 12.13
Cl 9.21 17.28 19.83
H 8.50 12.28 15.55
C 13.80 21.49 10.53
C 13.39 12.77 15.67
C 13.83 12.12 14.51
H 18.24 20.44 15.33
N 10.52 18.82 17.68
N 15.80 8.08 16.04
C 8.38 19.78 18.37
C 7.90 12.78 16.35
H 15.53 13.97 16.91
C 14.28 20.18 10.68
C 15.36 19.15 14.01
H 8.62 19.86 19.45
N 11.41 15.92 14.65
Si 11.02 17.35 18.79
Cl 12.39 18.29 20.06
H 10.11 16.85 13.36
C 13.54 12.19 16.93
N 14.35 19.67 11.98
Cl 15.06 17.76 9.67
H 6.40 13.00 18.66
C 14.36 10.88 14.62
H 13.70 18.96 12.21
H 10.25 21.24 19.54
H 9.56 11.00 18.83
C 9.20 19.23 17.40
C 14.91 14.83 17.08
H 6.88 12.77 15.98
H 13.90 21.26 17.41
C 9.54 11.71 18.00
N 7.47 15.23 16.38
C 7.52 19.69 15.67
H 13.88 19.54 16.91
C 16.41 19.32 14.90
H 14.59 17.40 14.99
C 14.11 16.83 17.59
C 10.63 15.97 13.56
C 14.31 18.01 14.13
C 13.63 15.04 16.47
C 15.17 9.02 15.96
C 13.51 20.22 17.68
H 10.15 12.58 18.26
C 17.34 21.06 13.56
C 15.33 19.99 12.89
H 14.19 10.42 17.96
H 8.08 13.59 19.14
H 13.77 12.68 13.54
C 15.19 15.91 17.79
C 13.72 22.07 9.26
H 18.16 21.69 13.38
H 13.33 12.76 17.78
H 10.00 21.67 16.43
H 16.37 21.48 11.76
H 14.71 19.40 7.38
H 11.69 22.09 16.00
H 11.57 12.81 13.46
Cl 11.49 15.27 19.16
N 8.31 14.17 16.44
C 17.38 20.30 14.72
C 14.42 19.95 8.26
H 11.90 21.03 20.05
H 14.39 17.41 13.24
N 8.22 16.29 16.48
C 11.28 21.28 19.21
C 8.68 19.16 16.13
C 7.12 20.20 17.97
C 14.55 19.42 9.53
C 14.48 10.27 15.87
C 11.00 21.29 16.19
C 6.69 20.28 16.63
Cl 13.26 22.40 11.92
H 14.06 17.83 17.99
H 13.49 23.11 9.26
C 14.07 21.32 8.18
H 10.06 11.22 17.15
N 13.19 16.34 16.80
H 5.77 20.71 16.36
H 10.42 14.00 16.59
N 9.53 15.93 16.57
C 14.07 10.93 17.01
O 12.14 18.66 13.39
H 11.55 22.36 19.06
H 14.84 10.31 13.83
H 7.19 19.53 14.64
C 9.54 14.62 16.55
H 14.09 21.77 7.17
Mo 11.26 17.27 16.31
H 16.06 16.18 18.36
C 11.31 13.82 13.74
H 6.50 20.56 18.78
Si 11.64 20.36 17.64
H 16.51 18.58 15.71
C 7.43 12.79 18.84
H 7.53 11.09 17.47
H 11.00 20.69 15.29
C 10.51 14.69 12.98
H 7.50 12.08 19.69
C 12.92 14.19 15.63
C 11.90 14.59 14.77
C 12.90 18.48 14.31
F 9.46 18.39 15.28
*
```

=====

(4)
Entry from OMol25: C44H43CrIN8P2 as an isolated structure at a distorted geometry (ωB97M-V/def2-TZVPD).

Its largest force on an atom is 1.3 eV/Å. Its gap between HOMO and LUMO (spin up / spin down) is 8.0 / 8.0 eV. The value obtained for the total energy is -113336.841 eV. Its expectation value of S² is 6.02. The molar mass comes out at 924.7 g/mol.

Geometry as ORCA input:
```
! RIJCOSX wB97M-V def2-TZVPD def2/J DEFGRID3
* xyz 2 5
H -0.26 8.31 0.61
H 0.78 -5.42 -0.88
C 1.65 1.30 2.11
H -4.53 1.76 -4.82
N -2.98 -0.14 1.22
H -1.83 -3.68 0.90
N -2.50 -4.19 -2.38
H -3.33 -2.56 -1.38
H 3.98 6.44 0.70
C 3.25 0.66 3.80
C 2.86 0.71 2.47
C -0.29 4.95 0.22
C 3.35 -0.97 -1.84
H -3.44 -1.04 1.24
C -3.29 1.11 -3.16
C -0.75 6.24 0.30
H 3.72 -0.85 -3.94
C -3.30 0.84 -0.97
C 1.96 5.73 0.52
H 4.99 4.20 0.38
H 3.55 2.25 0.19
C 1.52 -2.54 2.24
C 1.70 3.31 0.28
P -0.90 -2.41 -0.98
H 3.10 -3.84 2.85
H 0.65 2.31 5.20
C -2.52 -5.10 -1.24
H 2.34 1.19 -4.23
C 1.26 1.84 4.44
H -0.10 -0.06 -3.33
C 1.46 7.04 0.64
C 0.13 7.30 0.53
C 1.94 0.75 -0.89
N -0.48 -1.00 2.01
C 2.44 0.74 -3.25
C -1.37 -0.62 2.91
C 0.87 1.87 3.11
N -1.11 -1.13 4.13
C -3.57 1.36 -4.50
C -1.39 -4.55 -3.25
H -1.80 6.44 0.17
C 2.23 -3.28 3.17
C -2.57 1.08 -5.40
H -0.05 2.39 2.83
H -0.33 -6.45 -1.80
H -2.74 1.26 -6.45
H -2.45 -2.16 -2.87
C -2.55 0.23 2.57
H -3.67 1.82 0.89
H 4.20 0.20 4.06
Cr -0.80 -0.25 0.10
C 1.09 4.60 0.34
H 2.83 -0.85 0.23
C 1.85 -3.32 4.52
N -0.10 -4.53 -2.56
C 3.92 4.33 0.40
C 2.45 1.22 4.79
N -1.26 -5.11 -0.50
H 1.81 -2.53 1.20
H 1.23 2.22 -2.29
H 3.53 0.30 1.73
P 0.97 1.58 0.42
C 2.71 -0.41 -0.74
C 1.81 1.31 -2.16
C 0.41 -1.83 2.69
H -0.09 -3.93 0.76
C -1.33 0.56 -4.99
H -1.64 -0.96 4.96
H -2.26 1.28 2.56
H -0.58 0.35 -5.73
H 0.45 -2.67 6.01
C -1.02 -3.86 0.19
C 3.08 3.22 0.28
H -2.71 -6.11 -1.61
H -4.99 1.60 -1.95
C 3.36 5.56 0.56
C -1.06 0.32 -3.65
C 0.04 -1.89 4.03
H -3.33 -4.82 -0.56
H 1.30 -3.22 -1.74
H 2.77 1.19 5.82
C 0.31 -3.19 -2.19
C 0.75 -2.63 4.97
N -4.05 1.24 -2.01
H -1.36 -3.87 -4.11
H -1.56 -5.56 -3.62
H -3.34 0.10 3.32
H 3.97 -1.85 -1.70
I -1.80 3.55 -0.22
H 2.17 7.85 0.80
H 0.36 -2.56 -3.08
H -4.85 0.58 0.47
C -2.06 0.61 -2.73
N -2.09 0.47 -1.35
C -0.17 -5.44 -1.42
C 3.22 -0.41 -3.09
C -2.45 -2.80 -1.98
H 2.43 -3.91 5.21
C -3.78 0.82 0.46
*
```